1.
Molecular formula: CH6N4O
Method: DFT, ωB97M-V/def2-TZVPD

Properties
- energy (eV) = -9136.994
- LUMO level (eV) = 0.54

Cartesian coordinates (Å):
O (-1.9774, 0.5913, -0.3966)
N (-0.4046, -1.1583, -0.4181)
N (0.1866, 1.2295, -0.6679)
N (1.4728, 0.8901, -0.5621)
N (-0.1959, -0.8749, 1.0003)
C (-0.6661, 0.2494, -0.3733)
H (-2.4899, -0.2166, -0.5310)
H (0.7933, -0.3618, 1.2484)
H (2.0255, 1.7456, -0.5913)
H (1.7519, 0.3493, 0.5418)
H (0.5193, -1.3474, -0.8071)
H (-1.0155, -1.0963, 1.5569)

The molecule's Mulliken atomic charges, reported in e, are given here:
1 O -0.47
2 N -0.44
3 N -0.40
4 N -0.52
5 N -0.33
6 C 0.60
7 H 0.37
8 H 0.12
9 H 0.29
10 H 0.15
11 H 0.38
12 H 0.25

=====

2.
Molecular formula: C5H7NO
Method: DFT, ωB97M-V/def2-TZVPD

Properties
- energy (eV) = -8834.086
- LUMO level (eV) = 0.56
- SMILES string = C=NC(=C)CC=O

Cartesian coordinates (Å):
O (-2.3549, -0.6312, -1.4209)
N (0.8754, 0.8419, -0.6520)
C (1.0609, 0.4863, 1.6532)
C (-0.8704, -0.5368, 0.4758)
C (-1.8389, 0.0387, -0.5287)
C (0.4131, 0.2589, 0.5010)
C (1.2697, 0.0245, -1.5714)
H (1.6462, 0.4265, -2.5256)
H (1.2570, -1.0751, -1.4693)
H (-2.1094, 1.0996, -0.3888)
H (-0.6604, -1.5780, 0.2094)
H (-1.3690, -0.5243, 1.4515)
H (1.9615, 1.0929, 1.6689)
H (0.7193, 0.0760, 2.5969)

The molecule's Mulliken atomic charges, reported in e, are given here:
1 O -0.49
2 N -0.47
3 C -0.96
4 C -0.48
5 C 0.00
6 C 0.61
7 C -0.24
8 H 0.26
9 H 0.24
10 H 0.36
11 H 0.23
12 H 0.37
13 H 0.29
14 H 0.28

=====

3.
Molecular formula: C3Cl3O
Method: DFT, ωB97M-V/def2-TZVPD

Properties
- energy (eV) = -42713.949
- LUMO level (eV) = -7.97
- net charge = +1

Cartesian coordinates (Å):
Cl (-2.0626, 1.3165, -0.1595)
Cl (2.3991, -1.3644, -0.4597)
Cl (-0.9455, -0.4713, 1.9587)
O (0.0825, 0.9722, -1.5408)
C (-0.0058, -0.3108, 0.5609)
C (-0.5619, 0.7384, -0.5920)
C (1.0942, -0.8806, 0.2324)

The molecule's Mulliken atomic charges, reported in e, are given here:
1 Cl -0.03
2 Cl 0.10
3 Cl -0.01
4 O -0.34
5 C 0.23
6 C 0.64
7 C 0.41

=====

4.
Molecular formula: C21H27Cl12N3O3S
Method: DFT, ωB97M-V/def2-TZVPD

Properties
- energy (eV) = -193922.701
- LUMO level (eV) = -1.16

Cartesian coordinates (Å):
Cl (2.9293, 4.8772, -6.5725)
Cl (-1.2736, -0.1256, -6.7631)
Cl (-1.4300, 1.5742, 7.0966)
Cl (-5.1617, -2.5990, -1.0265)
Cl (1.1857, 3.6199, -8.5324)
Cl (-0.8059, 2.0579, -4.8989)
Cl (-3.8150, -0.0788, 7.3004)
Cl (1.3494, 1.1228, -6.6126)
Cl (-2.8074, -3.5711, -2.4349)
Cl (-4.7986, -1.9891, -3.8481)
Cl (-4.0577, 2.7581, 6.7018)
Cl (3.1629, 5.5756, -9.3868)
S (6.5152, 0.2243, 0.1142)
O (2.3742, 2.5460, 1.4848)
O (-0.0485, -0.0936, -1.6622)
O (1.4750, -3.9947, 0.2013)
N (5.9559, -1.2240, -0.6255)
N (2.6209, 0.4276, 2.8613)
N (5.2564, 0.5865, 1.2212)
C (-2.3779, 0.5844, 0.6536)
C (4.2773, -0.4894, 1.0576)
C (-0.0690, -0.4033, 4.4970)
C (1.9238, -1.8095, 1.6541)
C (-1.4127, 0.0928, 3.7578)
C (4.6824, -1.5611, -0.0334)
C (0.6510, 0.2108, -2.9034)
C (-1.1018, 1.4201, 2.8751)
C (2.3389, -2.8815, 0.5301)
C (3.6792, -2.7418, -0.2893)
C (-2.1801, -0.5398, -0.4777)
C (2.9177, -0.6443, 1.8795)
C (2.4348, 1.5600, 2.2349)
C (-0.9974, 1.1456, 1.2900)
C (0.5290, -1.8000, 3.9829)
C (-0.3953, 1.3851, -6.4829)
C (2.7991, 4.2835, -8.2341)
C (-3.1321, 1.5303, 7.5779)
C (-1.4902, 0.0148, -1.8332)
C (-4.5296, -3.1855, -2.5722)
C (0.5190, -2.0248, 2.3918)
H (-1.9758, 2.1737, 3.0143)
H (-0.2628, -1.4224, 1.8118)
H (1.7784, 0.0038, -2.7330)
H (-1.8099, -0.6788, -2.7065)
H (0.6667, 0.4769, 4.4922)
H (-0.0657, 0.5249, 0.9833)
H (-3.2366, -0.9034, -0.8001)
H (-2.1479, 0.4428, 4.5866)
H (3.5281, 3.4863, -8.3714)
H (0.2414, -3.1417, 2.2221)
H (3.9424, -3.5185, -1.1023)
H (0.3138, -0.5312, -3.7199)
H (-3.0781, 0.2427, 1.5079)
H (-1.5619, -1.4224, -0.0777)
H (-0.6924, 2.1014, -7.2474)
H (-0.8287, 2.1859, 0.7962)
H (-1.8338, 1.0914, -2.1037)
H (-5.0643, -4.0960, -2.8377)
H (-0.1526, 1.9785, 3.1880)
H (1.6428, -1.8268, 4.3165)
H (0.7057, -3.5627, -0.2628)
H (0.5647, 1.3103, -3.2330)
H (-3.1932, 1.7497, 8.6426)
H (-2.9225, 1.4900, 0.1658)
H (-0.3531, -0.5597, 5.6146)
H (0.0387, -2.6944, 4.5391)
H (-1.9360, -0.7408, 3.1398)

The molecule's Mulliken atomic charges, reported in e, are given here:
1 Cl -0.11
2 Cl -0.13
3 Cl -0.09
4 Cl -0.13
5 Cl -0.12
6 Cl -0.11
7 Cl -0.12
8 Cl -0.11
9 Cl -0.08
10 Cl -0.11
11 Cl -0.12
12 Cl -0.13
13 S 0.20
14 O -0.50
15 O -0.03
16 O -0.59
17 N -0.61
18 N -0.43
19 N -0.59
20 C -0.81
21 C 0.60
22 C -0.39
23 C 0.44
24 C 0.06
25 C 0.61
26 C -0.71
27 C -0.98
28 C -0.03
29 C -0.75
30 C 0.42
31 C 0.19
32 C 0.75
33 C 0.09
34 C -1.12
35 C 0.08
36 C 0.06
37 C -0.04
38 C -0.46
39 C -0.03
40 C 0.55
41 H 0.34
42 H -0.87
43 H 0.18
44 H 0.24
45 H 0.36
46 H -0.15
47 H -0.44
48 H -0.15
49 H 0.28
50 H 0.40
51 H 0.30
52 H 0.27
53 H 0.36
54 H 0.08
55 H 0.27
56 H 0.50
57 H 0.23
58 H 0.36
59 H 0.26
60 H 0.32
61 H 0.33
62 H 0.23
63 H 0.35
64 H 0.37
65 H 0.28
66 H 0.38
67 H 0.32

=====

5.
Molecular formula: C2NO4
Method: DFT, ωB97M-V/def2-TZVPD

Properties
- energy (eV) = -11754.209
- LUMO level (eV) = 4.22
- net charge = -1
- SMILES string = O=c1nc([O-])oo1

Cartesian coordinates (Å):
O (1.1717, 0.6823, -0.1342)
O (0.5136, 0.6341, 1.0984)
O (0.6272, -0.0796, -2.2886)
O (-1.4128, -0.3487, 1.7933)
N (-0.6449, -0.6247, -0.3673)
C (0.3865, -0.0754, -0.9858)
C (-0.6413, -0.1880, 0.8842)

The molecule's Mulliken atomic charges, reported in e, are given here:
1 O -0.15
2 O -0.18
3 O -0.71
4 O -0.62
5 N -0.56
6 C 0.59
7 C 0.63

=====

6.
Molecular formula: C8H18O5S2
Method: DFT, ωB97M-V/def2-TZVPD

Properties
- energy (eV) = -40492.316
- LUMO level (eV) = 0.49

Cartesian coordinates (Å):
S (0.8889, 4.0129, -0.7298)
S (-3.1552, 0.3320, 0.0437)
O (0.8322, -1.7483, -0.9084)
O (0.0595, 5.1723, -1.1906)
O (-3.5180, -1.1127, -0.4249)
O (2.9432, -1.8500, -0.0813)
O (1.4495, -0.1981, 0.6597)
C (1.4640, -2.7787, -1.5971)
C (3.0102, -4.2412, 0.0588)
C (-1.8068, 0.2058, 1.3730)
C (1.7692, -1.1456, -0.0501)
C (-4.6302, 1.0135, 0.9013)
C (0.7697, 3.6552, 1.0532)
C (2.8502, -3.0527, -0.9379)
C (-0.1466, 2.5890, -1.2517)
H (-4.0981, 1.8875, 1.2771)
H (0.7952, -3.6106, -1.3766)
H (3.6026, -3.1663, -1.7184)
H (-5.1678, 0.2978, 1.5233)
H (-5.4244, 1.4509, 0.2963)
H (1.5597, 4.3522, 1.3328)
H (-0.1238, 4.1034, 1.4877)
H (-2.3508, -0.3409, 2.1433)
H (-0.3892, 2.6872, -2.3098)
H (2.5294, -5.0911, -0.4255)
H (3.9561, -4.7748, 0.1528)
H (1.6187, -2.5496, -2.6515)
H (2.5888, -4.0875, 1.0522)
H (1.1027, 2.7060, 1.4730)
H (-1.4941, 1.2288, 1.5822)
H (0.4694, 1.7109, -1.0580)
H (-0.8738, -0.2093, 0.9920)
H (-1.0804, 2.5521, -0.6906)

The molecule's Mulliken atomic charges, reported in e, are given here:
1 S 0.46
2 S 0.45
3 O -0.27
4 O -0.62
5 O -0.65
6 O -0.39
7 O -0.50
8 C -0.42
9 C -1.30
10 C -0.40
11 C 0.58
12 C -0.88
13 C -0.90
14 C 0.37
15 C -0.40
16 H 0.28
17 H 0.29
18 H 0.30
19 H 0.31
20 H 0.36
21 H 0.32
22 H 0.33
23 H 0.41
24 H 0.40
25 H 0.36
26 H 0.37
27 H 0.30
28 H 0.31
29 H 0.33
30 H 0.23
31 H 0.07
32 H -0.12
33 H 0.04